Entry 1:
A 2-piece molecular cluster, C4H11N2O overall, computed with wB97M-V/def2-TZVPD.

```
18
Properties=species:S:1:pos:R:3
C 0.572 -1.493 1.369
C -0.621 -1.220 1.930
O -1.877 -1.677 1.503
H 1.433 -1.078 1.852
H 0.688 -2.091 0.474
H -0.685 -0.567 2.785
H -2.458 -1.558 2.263
C 0.589 2.421 0.044
N 0.672 -0.246 -2.461
C 0.361 0.913 -1.845
N 0.361 1.116 -0.542
H 0.077 2.530 0.971
H 0.252 3.186 -0.705
H 1.678 2.474 0.201
H 0.456 -1.119 -1.988
H 0.529 -0.215 -3.471
H -0.066 1.705 -2.475
H 0.485 0.332 0.108
```

Net charge: +2
Gap between HOMO and LUMO (alpha / beta) (eV): 10.040 / 5.669
2S+1: 2
HOMO (alpha / beta) (eV): -18.84 / -18.83


Entry 2:
A 13-piece molecular cluster, CH25O15 overall, computed with wB97M-V/def2-TZVPD.

```
41
Properties=species:S:1:pos:R:3
C 0.279 -0.267 -0.336
O 0.849 0.518 0.483
O 0.010 -1.526 0.146
O -0.191 0.102 -1.393
H 0.493 -1.708 0.912
O 2.065 -1.966 3.791
H 1.927 -2.534 4.591
H 1.217 -1.471 3.698
O -2.607 -0.590 -2.335
H -3.153 -1.107 -1.741
H -2.037 -0.060 -1.779
O -0.503 -1.592 3.020
H -0.842 -0.772 2.811
H -1.189 -2.125 3.430
O 3.242 -0.211 1.637
H 2.935 -0.842 2.316
H 2.404 0.131 1.231
O -2.813 -1.421 1.075
H -1.929 -1.696 0.847
H -3.287 -1.527 0.234
O -0.493 -2.754 -2.425
H 0.396 -2.436 -2.493
H -0.959 -2.242 -1.789
O 2.412 2.030 -1.271
H 2.022 1.253 -0.832
H 2.319 1.773 -2.166
O 1.635 2.722 1.777
H 1.250 1.988 1.293
H 2.366 2.236 2.189
O -1.173 1.052 2.090
H -0.667 0.990 1.272
H -0.567 1.356 2.781
O 0.198 -0.208 -3.982
H -0.065 -0.130 -3.067
H -0.249 -0.968 -4.354
O -0.974 2.300 -3.349
H -1.105 1.371 -3.344
H -0.360 2.422 -4.057
O -0.785 2.866 -0.099
H -0.413 2.068 -0.480
H -1.657 2.975 -0.316
```

Net charge: -1
Gap between HOMO and LUMO (eV): 9.804
HOMO (eV): -7.37


Entry 3:
A 3-piece molecular cluster, C2H7OS2 overall, computed with wB97M-V/def2-TZVPD.

```
12
Properties=species:S:1:pos:R:3
C 2.308 1.585 -0.146
O 2.698 2.067 -1.177
H 1.435 0.911 -0.127
H 0.653 -5.020 -5.419
H 2.862 1.729 0.806
C -2.567 -0.111 -0.241
S -0.892 -0.874 -0.238
S -0.138 -0.363 1.637
H -3.315 -0.882 -0.113
H -2.641 0.442 -1.169
H -2.622 0.590 0.601
H 0.969 -4.463 -5.010
```

Net charge: -1
Gap between HOMO and LUMO (eV): 6.050
HOMO (eV): -2.35


Entry 4:
One molecule with the formula C20H22BrFN2O2, computed with wB97M-V/def2-TZVPD.

```
48
Properties=species:S:1:pos:R:3
O -0.644 -1.085 1.313
C -1.495 -0.397 0.789
C -2.973 -0.809 0.890
O -3.790 0.094 0.179
C -5.125 -0.133 0.117
C -5.807 -1.183 0.720
C -7.179 -1.308 0.580
C -7.884 -0.383 -0.165
Br -9.765 -0.559 -0.357
C -7.237 0.679 -0.780
C -5.873 0.787 -0.630
F -5.227 1.812 -1.220
N -1.284 0.733 0.105
C 0.032 1.312 -0.141
C 0.728 1.677 1.172
C 2.133 2.221 0.877
N 2.961 1.311 0.116
C 3.431 0.163 0.879
C 4.502 -0.575 0.120
C 5.576 0.125 -0.417
C 6.568 -0.539 -1.114
C 6.500 -1.914 -1.279
C 5.434 -2.617 -0.748
C 4.438 -1.950 -0.054
C 2.312 0.956 -1.129
C 0.913 0.352 -0.945
H -3.061 -1.826 0.489
H -3.241 -0.831 1.955
H -5.274 -1.914 1.307
H -7.695 -2.129 1.054
H -7.774 1.409 -1.365
H -2.092 1.194 -0.284
H -0.133 2.224 -0.725
H 0.144 2.428 1.709
H 0.797 0.786 1.795
H 2.045 3.145 0.293
H 2.643 2.461 1.813
H 3.863 0.551 1.808
H 2.627 -0.537 1.151
H 5.616 1.196 -0.288
H 7.398 0.014 -1.530
H 7.276 -2.433 -1.823
H 5.375 -3.688 -0.875
H 3.605 -2.504 0.356
H 2.235 1.870 -1.728
H 2.953 0.252 -1.664
H 0.463 0.159 -1.920
H 0.984 -0.593 -0.408
```

Gap between HOMO and LUMO (eV): 8.988
HOMO (eV): -8.36


Entry 5:
C3H3BrCl2 as an isolated structure, computed with wB97M-V/def2-TZVPD.

```
9
Properties=species:S:1:pos:R:3
C 0.529 0.447 -0.526
C 0.636 -0.098 0.832
C -0.895 -0.026 -0.436
Cl 1.173 -1.815 0.948
Cl -1.420 -1.624 -1.039
Br -2.214 0.967 0.299
H 0.395 1.596 -0.502
H 1.182 0.176 -1.408
H 0.615 0.377 1.831
```

Gap between HOMO and LUMO (eV): 8.908
HOMO (eV): -8.30


Entry 6:
One molecule with the formula C3H2F4, computed with wB97M-V/def2-TZVPD.

```
9
Properties=species:S:1:pos:R:3
F -2.510 0.405 -0.692
C -1.220 0.488 -0.620
C -0.342 -0.359 0.291
F -1.004 -1.288 1.067
C 1.121 -0.163 0.354
F 1.430 0.833 1.278
F 1.599 0.163 -0.815
H -0.685 1.096 -1.457
H 1.610 -1.175 0.594
```

Gap between HOMO and LUMO (eV): 10.139
HOMO (eV): -9.56


Entry 7:
One molecule with the formula C4H6O2, computed with wB97M-V/def2-TZVPD.

```
12
Properties=species:S:1:pos:R:3
C 1.341 0.376 -0.492
C -0.100 0.251 0.001
C -0.284 0.057 1.463
O 0.514 -0.581 2.108
C -1.200 -0.536 -0.668
O -1.111 0.908 -0.711
H 1.742 -0.616 -0.694
H 1.418 0.986 -1.400
H 1.998 0.832 0.262
H -1.256 0.413 1.861
H -0.934 -1.168 -1.520
H -2.129 -0.923 -0.211
```

Gap between HOMO and LUMO (eV): 10.814
HOMO (eV): -9.92


| no. | electronic energy (a.u.) |
| --- | --- |
| 1 | -343.0020 |
| 2 | -1181.8198 |
| 3 | -951.9976 |
| 4 | -3709.2046 |
| 5 | -3610.4043 |
| 6 | -514.8888 |
| 7 | -306.4270 |